ORCA calculation (ωB97M-V/def2-TZVPD) on a cluster of 2 separate species, C2H4NO3P in total at a distorted geometry.

Geometry as XYZ:
```
11
Properties=species:S:1:pos:R:3:forces:R:3
C 0.284 0.940 0.163 0.6200 -2.1885 2.2780
C 2.434 1.849 1.159 -2.0320 0.9714 -0.5571
N -0.533 -0.010 0.267 0.9271 0.7101 0.3405
O -2.755 -1.242 0.479 -1.3732 -0.1465 1.1157
O -2.273 -0.254 -1.862 0.6649 -0.3715 0.5939
O -0.862 -2.271 -0.866 0.1267 0.3154 1.5826
P -1.798 -0.823 -0.550 1.7511 -0.8328 -1.1222
H -0.532 -2.628 0.031 -1.0077 1.2303 -2.0896
H 0.364 1.618 -0.613 -0.2011 1.7399 -2.1022
H 2.953 1.072 1.680 0.3310 -1.2721 0.4985
H 2.718 1.747 0.112 0.1932 -0.1557 -0.5379
```
Positions in Å, forces in eV/Å.

Values from the calculation:
Multiplicity   1
Lowest unoccupied orbital energy (alpha / beta)   6.8 / 6.8 eV
Charge   -2

Atomic partial charges in e from the natural (NBO) method, atoms 1 to 6: number 1, C, carries 0.158; number 2, C, carries -0.935; number 3, N, carries -0.919; number 4, O, carries -1.202; number 5, O, carries -1.184; number 6, O, carries -1.050


ORCA calculation (ωB97M-V/def2-TZVPD) on a structure of composition C2H4NO3S3SbSc at a distorted geometry.

Geometry as XYZ:
```
15
Properties=species:S:1:pos:R:3:forces:R:3
Sc 0.819 0.051 -0.207 3.5886 -1.6803 0.0988
S 4.086 -2.293 1.890 1.2788 -0.6081 6.2575
Sb 3.971 -2.236 -0.191 -1.1977 0.0793 -5.2978
S 3.318 0.098 -0.210 1.2947 2.3434 -0.1045
S 1.559 -2.338 -0.214 -0.1656 -1.7346 -0.7459
N -0.858 1.381 -0.208 1.2701 4.5233 0.0920
C -2.071 0.757 0.005 -3.1512 -0.1542 -0.0073
C -1.914 -0.747 -0.079 -3.0800 -1.4794 0.3469
O -2.923 -1.468 0.017 -0.1269 0.8809 -0.0221
O -0.764 -1.184 -0.214 -0.0254 -0.3035 -0.2826
H -0.615 2.169 0.458 -0.1998 -1.5513 -0.7554
H -0.733 1.922 -1.089 -0.2840 -0.9696 0.6209
H -2.802 1.092 -0.750 -0.2316 -0.3651 0.3852
H -2.476 0.998 0.998 -0.0365 -0.1104 -0.2585
O 1.402 1.798 -0.206 1.0665 1.1297 -0.3273
```
Positions in Å, forces in eV/Å.

Values from the calculation:
Multiplicity   2
Lowest unoccupied orbital energy (alpha / beta)   4.6 / 4.6 eV
Charge   -2

Atomic partial charges in e from the natural (NBO) method, atoms 1 to 6: number 1, Sc, carries 1.457; number 2, S, carries -0.917; number 3, Sb, carries 0.742; number 4, S, carries -0.723; number 5, S, carries -0.901; number 6, N, carries -0.866


Listing ΔE to the lowest compared entry with this formula, charge and spin for the structures above in their given order: 385.7, 415.2 kJ/mol.